[1]
Computed, not measured: a cluster of 2 separate species, C3H8O2Si in total, with wB97M-V/def2-TZVPD.

Cartesian coordinates (Å):
C 1.90937 -0.74504 0.13556
C 1.61503 0.47945 -0.19198
C 0.20618 0.96704 -0.03614
O -2.25897 0.88581 0.07067
O -1.18791 -1.46122 -0.45324
Si -1.05185 -0.20096 0.48622
H 2.91088 -1.21369 0.30729
H 1.14177 -1.40681 0.53667
H 2.51184 1.00001 -0.41806
H -0.33552 1.53728 -1.27234
H 0.40450 1.81923 0.54884
H -3.16308 0.59910 -0.03698
H -1.32172 -1.35327 -1.45463
H -1.38053 -0.90693 1.77813

**Calculated total energy**: -559.06888 a.u.
**Energy relative to the best compared isomer or geometry (same formula, charge and spin)**: 214.42 kJ/mol

***

[2]
Computed, not measured: a cluster of 2 separate species, C3H8O3 in total, with wB97M-V/def2-TZVPD.

Cartesian coordinates (Å):
C 0.00000 0.00000 0.00000
C -0.33955 -0.80834 1.31296
O -1.53896 -1.46799 0.96776
C -1.84803 -2.56289 1.57683
O -2.93966 -3.13141 1.44391
H -0.77461 0.76355 -0.18325
H 0.08499 -0.63712 -0.89636
H 0.96475 0.50945 0.16229
H 0.49989 -1.52960 1.33672
H -0.26375 -0.17378 2.21686
H -1.10215 -2.93579 2.30641
O -4.01869 -3.53627 5.38584
H -4.27736 -3.29373 4.46796
H -3.13082 -3.13029 5.50881

**Calculated total energy**: -344.79840 a.u.
**Energy relative to the best compared isomer or geometry (same formula, charge and spin)**: 131.18 kJ/mol
**SMILES**: CCOC=O.O

***

[3]
Computed, not measured: an isolated molecule of C3H8O3, with wB97M-V/def2-TZVPD.

Cartesian coordinates (Å):
O 1.43295 1.04072 0.77001
C 1.23360 0.26591 -0.40031
C -0.27495 0.16959 -0.73016
O -0.97154 1.32745 -0.31001
C -0.89818 -1.03939 -0.04979
O -0.70631 -0.97286 1.35804
H 1.08120 0.50261 1.49784
H 1.77016 0.77163 -1.20773
H 1.66437 -0.74052 -0.27909
H -0.39854 0.08584 -1.81505
H -0.35092 1.84403 0.21134
H -1.96779 -1.10343 -0.29652
H -0.40396 -1.95329 -0.39260
H -1.21010 -0.19829 1.64403

**Calculated total energy**: -344.80740 a.u.
**Energy relative to the best compared isomer or geometry (same formula, charge and spin)**: 107.55 kJ/mol
**SMILES**: OCC(O)CO

***

[4]
Computed, not measured: a cluster of 2 separate species, C3H8O3 in total, with wB97M-V/def2-TZVPD.

Cartesian coordinates (Å):
C 2.19504 0.15678 0.07338
C 1.69425 -0.36852 1.40493
O 0.30037 -0.33656 1.34236
C 0.00000 0.00000 0.00000
O 1.13319 -0.27077 -0.81357
H 2.36566 1.24792 -0.00247
H 3.11723 -0.35251 -0.26667
H 2.16515 0.22316 2.21340
H 2.06010 -1.40961 1.49293
H -0.74233 -0.60591 -0.55431
H -0.30400 1.06136 -0.08090
O -4.12544 -2.13574 1.97624
H -3.33590 -1.54871 1.99268
H -4.83443 -1.58660 1.57122

**Calculated total energy**: -344.77671 a.u.
**Energy relative to the best compared isomer or geometry (same formula, charge and spin)**: 188.13 kJ/mol
**SMILES**: C1COCO1.O

***

[5]
Computed, not measured: a cluster of 2 separate species, C3H8O3 in total, with wB97M-V/def2-TZVPD.

Cartesian coordinates (Å):
C -1.13267 2.01159 0.09814
C -0.05169 1.01345 0.46597
C -0.49532 -0.42557 0.34189
O 0.06829 -1.22659 -0.33548
O -1.66184 -0.74634 0.99428
H -0.64215 2.98892 0.16554
H -1.62190 1.74953 -0.84190
H -1.96445 2.10047 0.79881
H 0.39264 1.17229 1.46001
H 0.91986 1.18106 -0.02061
H -2.42149 -0.33447 0.60141
O 2.91700 -0.77187 -1.37868
H 3.41283 -1.29122 -0.76075
H 1.98033 -0.97809 -1.29096

**Calculated total energy**: -344.81876 a.u.
**Energy relative to the best compared isomer or geometry (same formula, charge and spin)**: 77.71 kJ/mol
**SMILES**: CCC(=O)O.O

***

[6]
Computed, not measured: a cluster of 2 separate species, C3H8O3S in total, with wB97M-V/def2-TZVPD.

Cartesian coordinates (Å):
O 0.24227 -1.76065 1.61235
C 0.37942 -1.47772 0.47946
O 1.61758 -1.72238 -0.20374
C -0.71135 -1.05217 -0.60252
C -1.39927 0.20445 -0.10014
S -2.28834 1.27188 -1.32151
H 2.33436 -2.22315 0.35974
H -0.32236 -0.85860 -1.51413
H -1.26863 -1.89649 -0.88846
H -0.70094 0.84167 0.45361
H -2.13160 0.00406 0.70258
H -1.23839 1.91061 -1.79347
O 2.14239 2.47240 0.91354
H 2.08936 1.52801 1.21519
H 1.25548 2.75808 0.68751

**Calculated total energy**: -742.99302 a.u.
**Energy relative to the best compared isomer or geometry (same formula, charge and spin)**: 104.31 kJ/mol
**SMILES**: O=C(O)CCS.O

***

[7]
Computed, not measured: a cluster of 2 separate species, C3H8O3S in total, with wB97M-V/def2-TZVPD.

Cartesian coordinates (Å):
O 1.56074 0.64599 -0.13169
C 0.37854 0.64263 0.05030
O -0.26002 1.32524 1.00155
C -0.59692 -0.14797 -0.79156
C -0.37445 0.21784 -2.27463
S -1.18935 -1.03089 -3.29898
H 0.28068 2.02850 1.38489
H -0.32958 -1.20207 -0.69514
H -1.62091 0.11006 -0.53940
H 0.67404 0.05021 -2.58380
H -0.67674 1.21846 -2.57172
H -1.65154 -0.23792 -4.29726
H 1.23542 -1.40481 5.64577
H 1.56374 -1.33931 4.23169
O 1.00634 -0.87596 4.86999

**Calculated total energy**: -742.67651 a.u.
**⟨S²⟩**: 0.753
**Multiplicity**: 2
**Net charge**: +1
**Energy relative to the best compared isomer or geometry (same formula, charge and spin)**: 14.30 kJ/mol

***

[8]
Computed, not measured: a cluster of 3 separate species, C3H8O3S2 in total, with wB97M-V/def2-TZVPD.

Cartesian coordinates (Å):
C 0.67090 -0.08428 -0.53892
C 0.66482 0.99517 0.51683
O 0.07131 0.62092 1.67014
O 1.25085 2.03629 0.45433
C 2.10039 -0.55088 -0.91462
S 2.78484 -0.97047 0.65775
S -2.14839 1.15689 -0.73393
H 0.10407 -0.90137 -0.09183
H 0.10416 0.27710 -1.42008
H 0.48301 1.15258 2.35602
H 2.64630 0.27512 -1.35979
H 2.06412 -1.42964 -1.54305
H -3.16590 1.22907 -1.60258
H -2.42269 -0.58972 0.40805
H -2.99922 -1.86029 1.16645
O -2.20858 -1.35649 0.97524

**Calculated total energy**: -1141.02206 a.u.
**Energy relative to the best compared isomer or geometry (same formula, charge and spin)**: 534.03 kJ/mol

***

[9]
Computed, not measured: a cluster of 2 separate species, C3H8O4 in total, with wB97M-V/def2-TZVPD.

Cartesian coordinates (Å):
C 0.07526 -1.30537 -1.19150
O 0.19943 -0.30139 -0.17160
C 1.49375 0.26463 -0.00006
O 1.78714 1.27619 -0.94008
C 1.28529 2.49768 -0.67550
O 0.88595 2.88171 0.42793
H -1.00641 -1.51134 -1.25603
H 0.60687 -2.26012 -1.04164
H 0.40696 -0.86412 -2.14643
H 1.58185 0.71593 1.00693
H 2.22008 -0.56860 -0.06018
H 1.41665 3.20751 -1.51606
O -3.72261 -1.69866 2.34765
H -4.19277 -1.29796 3.11360
H -3.03742 -1.03615 2.10302

**Calculated total energy**: -420.03315 a.u.
**Energy relative to the best compared isomer or geometry (same formula, charge and spin)**: 152.94 kJ/mol
**SMILES**: COCOC=O.O

***

[10]
Computed, not measured: a cluster of 2 separate species, C3H8OS in total, with wB97M-V/def2-TZVPD.

Cartesian coordinates (Å):
O -1.69774 0.00881 -0.29984
C -2.06177 0.43426 -1.44133
H -2.45436 1.43408 -1.67766
H -1.77311 -0.29357 -2.27397
C 0.51689 0.03904 1.68124
C 0.91120 -0.51951 0.31745
S 2.24931 0.28120 -0.65996
H -0.53509 0.48563 1.70483
H 1.37663 0.63362 2.05962
H 0.50911 -0.63950 2.51325
H 1.32586 -1.50497 0.39738
H 0.12077 -0.51308 -0.38547
H 1.51230 0.15397 -1.93555

**Calculated total energy**: -592.43467 a.u.
**⟨S²⟩**: 0.753
**Multiplicity**: 2
**Net charge**: -1
**Energy relative to the best compared isomer or geometry (same formula, charge and spin)**: 78.30 kJ/mol

***

> Among the records above, which one has the highest calculated total energy?

number 4